One molecule with the formula C5H7NO at a distorted geometry. Source: the Open Molecules 2025 dataset; level of theory: the ωB97M-V functional and the def2-TZVPD basis.

Properties
E_LUMO   0.82 eV
E   -324.63916 Eh
Kohn-Sham gap   9.81 eV
Energy above the lowest of the compared OMol25 structures with the same formula, charge and spin   224.0 kJ/mol
Structure (SMILES)   [H]/N=C/[C@@]1(C)CC1=O

```
! RIJCOSX wB97M-V def2-TZVPD def2/J DEFGRID3
* xyz 0 1
H 2.675 1.410 -0.582
N 2.004 0.649 -0.602
C 0.909 1.009 -0.073
C -0.179 0.028 0.077
C -1.591 0.551 0.119
C 0.114 -1.369 -0.525
C 0.352 -1.167 0.874
O 0.621 -1.699 1.906
H 0.724 2.004 0.352
H -1.902 0.896 -0.875
H -1.672 1.392 0.811
H -2.301 -0.212 0.444
H -0.737 -1.994 -0.780
H 0.984 -1.498 -1.144
*
```


One molecule with the formula C5H7NO. Source: the Open Molecules 2025 dataset; level of theory: the ωB97M-V functional and the def2-TZVPD basis.

Properties
E_LUMO   0.73 eV
E   -324.46883 Eh
Kohn-Sham gap   8.46 eV
Energy above the lowest of the compared OMol25 structures with the same formula, charge and spin   671.2 kJ/mol

```
! RIJCOSX wB97M-V def2-TZVPD def2/J DEFGRID3
* xyz 0 1
O -1.988 -1.508 1.482
C -1.302 -0.809 0.806
C -1.487 0.663 0.238
N -0.014 0.620 0.058
C 1.291 0.577 -0.743
C 1.580 -0.583 0.270
C 0.060 -0.854 0.063
H -2.063 0.692 -0.692
H -1.828 1.435 0.930
H 1.869 1.502 -0.686
H 1.052 0.314 -1.783
H 0.710 0.530 0.996
H 2.321 -1.344 0.006
H -0.201 -1.235 -0.945
*
```


C5H7NO as an isolated structure at a distorted geometry. Source: the Open Molecules 2025 dataset; level of theory: the ωB97M-V functional and the def2-TZVPD basis.

Properties
E_LUMO   0.34 eV
E   -324.59712 Eh
Kohn-Sham gap   9.62 eV
Energy above the lowest of the compared OMol25 structures with the same formula, charge and spin   334.3 kJ/mol

```
! RIJCOSX wB97M-V def2-TZVPD def2/J DEFGRID3
* xyz 0 1
C -1.729 -0.364 0.563
C -0.617 -0.021 -0.437
C -0.660 1.393 -0.837
N -0.718 2.508 -1.135
C 0.761 -0.399 0.054
O 0.899 -1.498 0.705
C 2.005 0.254 -0.050
H -1.648 0.256 1.460
H -2.710 -0.199 0.111
H -1.636 -1.413 0.853
H -0.760 -0.621 -1.349
H 2.728 -0.318 -0.637
H 2.006 -0.906 0.890
H 2.080 1.330 -0.190
*
```


One molecule with the formula C5H7NO at a distorted geometry. Source: the Open Molecules 2025 dataset; level of theory: the ωB97M-V functional and the def2-TZVPD basis.

Properties
E_LUMO (alpha / beta)   -0.40 / -0.28 eV
E   -324.56437 Eh
Kohn-Sham gap (alpha / beta)   7.32 / 7.59 eV
Energy above the lowest of the compared OMol25 structures with the same formula, charge and spin   420.3 kJ/mol

```
! RIJCOSX wB97M-V def2-TZVPD def2/J DEFGRID3
* xyz 0 1
C 1.068 0.548 1.232
C 0.045 -0.667 -1.919
C 0.344 -0.624 0.693
C -0.887 -0.192 -0.536
C -1.359 1.083 -0.669
N 0.556 -1.813 1.012
O 1.142 -0.646 -2.249
H 0.066 -2.518 0.454
H -1.614 -0.996 -0.460
H 2.021 0.292 1.691
H 1.268 1.243 0.409
H 0.475 1.095 1.964
H -2.411 1.257 -0.821
H -0.716 1.939 -0.802
*
```


One molecule with the formula C5H7NO at a distorted geometry. Source: the Open Molecules 2025 dataset; level of theory: the ωB97M-V functional and the def2-TZVPD basis.

Properties
E_LUMO   1.02 eV
E   -324.62474 Eh
Kohn-Sham gap   10.53 eV
Energy above the lowest of the compared OMol25 structures with the same formula, charge and spin   261.8 kJ/mol
Structure (SMILES)   C1=N[C@H]2C[C@H]2CO1

```
! RIJCOSX wB97M-V def2-TZVPD def2/J DEFGRID3
* xyz 0 1
C 1.504 -0.799 0.530
N 0.859 -1.542 -0.255
C -0.437 -1.010 -0.662
C -1.358 -0.454 0.395
C -0.632 0.482 -0.520
C 0.533 1.287 0.017
O 1.115 0.562 1.069
H 2.440 -0.577 0.997
H -0.890 -1.531 -1.508
H -0.993 -0.516 1.416
H -2.425 -0.606 0.268
H -1.188 0.976 -1.305
H 0.191 2.281 0.341
H 1.281 1.446 -0.784
*
```


C5H7NO as an isolated structure. Source: the Open Molecules 2025 dataset; level of theory: the ωB97M-V functional and the def2-TZVPD basis.

Properties
E_LUMO   0.70 eV
E   -324.63010 Eh
Kohn-Sham gap   9.46 eV
Energy above the lowest of the compared OMol25 structures with the same formula, charge and spin   247.8 kJ/mol

```
! RIJCOSX wB97M-V def2-TZVPD def2/J DEFGRID3
* xyz 0 1
O 2.775 0.373 -0.752
C 1.486 0.158 -0.380
C 0.578 1.118 -0.214
C -0.812 0.774 0.233
C -1.355 -0.590 -0.283
C -1.168 -0.930 1.169
N -0.833 0.219 1.632
H 3.193 -0.472 -0.957
H 1.243 -0.880 -0.173
H 0.829 2.140 -0.461
H -1.497 1.620 0.098
H -0.756 -1.116 -1.031
H -2.394 -0.564 -0.624
H -1.289 -1.850 1.743
*
```